Here is C5H14N2 as an isolated structure from the Open Molecules 2025 dataset. Energies are from ωB97M-V/def2-TZVPD.

Geometry as ORCA input:
```
! wB97M-V def2-TZVPD RIJCOSX def2/J DEFGRID3
* xyz 0 1
C -0.041 0.518 0.380
C 0.370 -0.556 -0.462
C 0.506 0.656 1.777
C -0.829 -1.762 0.577
C -0.129 -0.754 -1.869
N -1.213 1.177 0.158
N 1.507 1.312 -0.929
H 1.319 -1.003 -0.212
H -1.559 1.237 -0.785
H -1.479 1.916 0.786
H 1.143 2.266 -0.947
H 2.303 1.339 -0.291
H 1.303 -0.061 1.957
H -0.278 0.498 2.518
H 0.905 1.663 1.903
H 0.498 -0.181 -2.549
H -1.843 -1.558 0.244
H -0.472 -2.720 0.206
H -0.754 -1.735 1.661
H -1.166 -0.439 -1.993
H -0.091 -1.812 -2.131
*
```

Output
Kohn-Sham gap: 7.839 eV
Relative energy (zero: lowest compared OMol25 entry of this formula, charge and spin): 91.6 kcal per mole

Atom charges from the Löwdin analysis, given in e for atoms 1 to 4:
1. C -0.457
2. C -0.293
3. C -0.041
4. C -0.017

***

Here is a single C5H14N2 molecule from the Open Molecules 2025 dataset. Energies are from ωB97M-V/def2-TZVPD.

Geometry as ORCA input:
```
! wB97M-V def2-TZVPD RIJCOSX def2/J DEFGRID3
* xyz 0 1
N 1.850 -1.925 -0.363
C 1.167 -0.598 -0.505
C 0.611 -0.344 -1.892
C 0.131 -0.511 0.593
N -0.737 0.671 0.429
C -0.187 1.836 1.083
C -2.127 0.485 0.796
H 2.362 -2.092 -1.226
H 1.130 -2.647 -0.411
H 2.018 0.067 -0.355
H -0.314 -0.903 -2.090
H 0.277 0.691 -1.982
H 1.290 -0.662 -2.686
H -0.494 -1.396 0.593
H 0.602 -0.400 1.570
H -0.258 1.742 2.188
H -0.730 2.727 0.765
H 0.884 1.917 0.881
H -2.431 -0.540 0.584
H -2.300 0.740 1.850
H -2.743 1.141 0.178
*
```

Output
Kohn-Sham gap: 9.411 eV
SMILES string: C[C@H](N)CN(C)C
Relative energy (zero: lowest compared OMol25 entry of this formula, charge and spin): 23.1 kcal per mole

Atom charges from the Löwdin analysis, given in e for atoms 1 to 4:
1. N 0.019
2. C -0.444
3. C -0.075
4. C -0.184

***

Question: Which formula does entry 2 have?
Answer: C5H14N2

***

Copy entry 2 word for word.
Here is a single C5H14N2 molecule from the Open Molecules 2025 dataset. Energies are from ωB97M-V/def2-TZVPD.

Geometry as ORCA input:
```
! wB97M-V def2-TZVPD RIJCOSX def2/J DEFGRID3
* xyz 0 1
N 1.850 -1.925 -0.363
C 1.167 -0.598 -0.505
C 0.611 -0.344 -1.892
C 0.131 -0.511 0.593
N -0.737 0.671 0.429
C -0.187 1.836 1.083
C -2.127 0.485 0.796
H 2.362 -2.092 -1.226
H 1.130 -2.647 -0.411
H 2.018 0.067 -0.355
H -0.314 -0.903 -2.090
H 0.277 0.691 -1.982
H 1.290 -0.662 -2.686
H -0.494 -1.396 0.593
H 0.602 -0.400 1.570
H -0.258 1.742 2.188
H -0.730 2.727 0.765
H 0.884 1.917 0.881
H -2.431 -0.540 0.584
H -2.300 0.740 1.850
H -2.743 1.141 0.178
*
```

Output
Kohn-Sham gap: 9.411 eV
SMILES string: C[C@H](N)CN(C)C
Relative energy (zero: lowest compared OMol25 entry of this formula, charge and spin): 23.1 kcal per mole

Atom charges from the Löwdin analysis, given in e for atoms 1 to 4:
1. N 0.019
2. C -0.444
3. C -0.075
4. C -0.184

***

Question: The highest relative energy (zero: lowest compared OMol25 entry of this formula, charge and spin) belongs to which entry?
Answer: number 1

***

Question: The lowest Kohn-Sham gap belongs to which entry?
Answer: number 1